Formula: H9N3
Source: the Open Molecules 2025 dataset
Level of theory: ωB97M-V/def2-TZVPD

Total energy, eV: -4616.26042
Structure (SMILES): N.N.N
HOMO energy, Eh: -0.3305
Orbital gap, Ha: 0.3614

Last column: Mulliken charge in e.
Cartesian coordinates (Å):
N: 2.032386 -0.630559 -0.566609  -0.660
H: 1.929878 -1.163772 -1.423415  0.221
H: 2.495185 -1.218754 0.113827  0.222
H: 2.585868 0.187311 -0.797559  0.233
N: -0.779136 1.790470 0.052508  -0.552
H: -1.657888 2.233839 0.201656  0.179
H: -0.053659 1.917226 0.732887  0.176
H: -0.459909 1.318243 -0.769698  0.193
N: -1.620872 -1.368642 0.736836  -0.752
H: -2.306053 -0.622127 0.757826  0.250
H: -1.347144 -1.497677 -0.231109  0.220
H: -0.818657 -0.945558 1.192850  0.270

Force components x, y, z for each atom (eV/Å):
-0.4 0.1 -0.3
0.0 0.0 0.1
0.2 0.2 -0.1
0.1 -0.2 0.3
0.9 -0.2 0.5
-0.1 0.0 -0.4
-0.2 0.1 0.1
-0.6 0.1 -0.2
0.0 0.0 0.3
-0.1 -0.1 -0.2
0.0 0.1 0.0
0.1 -0.1 -0.1

Formula: C18H30Cl4FN4O2
Source: the Open Molecules 2025 dataset
Level of theory: ωB97M-V/def2-TZVPD

Total energy, eV: -81995.88565
Charge: +1
HOMO energy, Eh: -0.4117
Orbital gap, Ha: 0.2129

Last column: Mulliken charge in e.
Cartesian coordinates (Å):
N: 0.986239 5.175265 -0.264751  -0.582
C: 0.211342 4.400987 -1.113572  0.397
N: 0.279788 4.798459 -2.600837  -0.620
N: -0.699632 3.266205 -0.663173  -0.376
C: -0.093101 2.508947 0.497481  -0.379
C: -0.965437 1.150899 0.929062  -0.470
C: -0.035454 -0.214342 0.671553  -0.577
C: -0.994898 -1.477591 0.188468  -0.602
N: -0.367020 -2.281232 -0.969064  0.259
C: -1.374040 -2.830944 -1.999650  -0.025
C: -0.901503 -3.681405 -3.338898  -0.656
C: 0.746718 -3.909977 -3.504709  0.430
C: 1.252120 -4.705477 -4.846254  0.342
O: 2.202690 -4.103196 -5.595505  -0.467
O: 0.738771 -5.991183 -5.345412  -0.431
C: 1.830548 -3.345836 -2.374544  0.215
C: 3.475761 -3.538355 -2.500753  -0.531
C: 3.956706 -5.101769 -2.610578  -0.587
C: 4.665337 -5.494768 -4.055259  -0.092
F: 5.979183 -6.173958 -3.908730  -0.333
C: 1.131197 -2.518436 -1.100312  -0.377
H: 1.487896 5.903885 -0.844663  0.262
H: -0.395823 4.229516 -3.157077  0.243
H: 1.229152 4.598650 -2.991572  0.270
H: -0.888688 2.659926 -1.491490  0.293
H: -0.158051 3.226418 1.437853  0.059
H: 1.055810 2.261482 0.333271  0.266
H: -1.902243 1.149094 0.223694  0.396
H: -1.255706 1.208052 2.080774  0.253
H: 0.612366 -0.496276 1.620674  0.247
H: 0.716099 0.087092 -0.191235  0.344
H: -1.249647 -2.200112 1.077922  0.198
H: -2.007993 -1.036746 -0.252816  0.394
H: -2.523184 -2.607671 -1.841014  0.340
H: -1.673241 -4.099500 -4.124605  0.357
H: 0.600907 -5.838918 -6.345580  0.420
H: 3.918224 -2.840212 -3.332602  0.366
H: 3.910697 -3.130555 -1.466685  0.320
H: 3.014412 -5.799117 -2.448200  0.335
H: 4.768207 -5.371309 -1.779620  0.347
H: 4.796813 -4.559280 -4.777795  0.228
H: 3.879620 -6.205553 -4.603687  0.120
H: 1.851677 -2.098876 -0.260478  0.342
Cl: 0.637414 1.156406 3.664960  -0.151
C: 0.941227 2.565329 4.712392  -0.581
C: -0.347745 3.211161 5.195071  -0.508
Cl: -1.236971 4.008655 3.873778  -0.145
H: 1.563258 3.273937 4.156161  0.324
H: 1.519820 2.204261 5.567874  0.403
H: -0.121373 3.983719 5.936001  0.410
H: -1.014972 2.478786 5.660538  0.304
Cl: -3.746923 4.160314 6.070513  -0.176
C: -4.972697 4.606768 4.856989  -0.410
C: -6.123141 3.613894 4.810034  -0.426
Cl: -5.622089 2.033264 4.159582  -0.183
H: -4.473968 4.691815 3.886178  0.265
H: -5.346440 5.596810 5.134698  0.325
H: -6.912637 3.990912 4.153055  0.296
H: -6.555383 3.451686 5.802548  0.316

Force components x, y, z for each atom (eV/Å):
-3.0 -3.4 -3.4
2.6 2.8 1.1
-0.7 -2.3 1.6
2.6 1.3 -1.0
0.1 0.1 2.1
0.7 0.2 -0.3
-0.2 0.5 -0.5
-0.3 1.0 0.5
1.1 -2.5 -3.6
3.3 -1.2 -1.9
3.4 1.8 3.8
-1.7 0.7 2.4
4.6 2.2 -4.6
-6.0 -3.5 5.1
0.0 4.1 0.5
-4.1 0.6 -0.2
-0.2 0.5 1.5
0.6 -0.7 -0.2
-1.0 0.0 -0.8
-3.1 1.5 0.0
-1.2 -1.5 -2.8
-1.0 -1.1 0.6
0.7 0.7 0.5
-1.1 0.2 0.8
0.4 0.6 1.0
0.3 -1.4 -2.1
-2.3 0.4 0.3
1.6 -0.2 1.5
0.4 0.0 -2.9
-1.5 0.6 -2.0
-1.6 -0.9 1.6
0.6 1.3 -1.9
2.3 -1.0 1.0
2.8 -0.4 -0.1
1.7 1.0 1.9
0.7 -0.3 2.0
-1.2 -1.5 1.4
-1.1 -0.7 -2.3
2.1 1.4 -0.3
-1.9 0.8 -1.7
0.0 -2.0 1.8
2.3 1.2 1.1
-2.0 -0.9 -1.9
0.2 0.0 0.2
0.1 0.5 0.4
0.1 -0.1 0.2
0.2 -0.1 -0.2
-0.2 -0.2 0.0
-0.2 0.0 -0.1
0.1 -0.1 -0.2
0.1 0.1 -0.2
-0.2 0.0 0.2
-0.2 0.1 -0.2
-0.1 0.3 0.1
0.1 -0.1 0.0
-0.1 -0.1 0.2
0.0 -0.2 0.0
0.2 0.0 0.1
0.2 0.0 -0.2

Formula: CH4IN2O
Source: the Open Molecules 2025 dataset
Level of theory: ωB97M-V/def2-TZVPD

Total energy, eV: -14233.18528
Charge: -1
HOMO energy, Eh: -0.1293
Orbital gap, Ha: 0.2429

Last column: Mulliken charge in e.
Cartesian coordinates (Å):
I: 3.917245 -0.945486 3.647903  -0.994
C: -0.739771 0.250399 -0.914822  0.645
O: -1.427978 0.775478 -1.758245  -0.670
N: -1.021130 -0.858481 -0.144373  -0.423
N: 0.285118 0.875554 -0.540512  -0.348
H: -1.885652 -1.316271 -0.395634  0.213
H: -0.443695 -1.024582 0.667471  0.206
H: 0.474840 1.852789 -0.711128  0.210
H: 0.841023 0.390599 0.149340  0.161

Force components x, y, z for each atom (eV/Å):
-0.1 0.0 -0.1
-3.8 -0.7 -0.2
-2.3 -0.7 -1.7
-0.4 0.0 -1.2
6.5 1.9 3.1
0.4 -0.2 0.6
-0.7 -0.5 -0.1
-0.3 -0.5 -0.3
0.5 0.7 0.0